The following is a quantum chemistry calculation of 8 unconnected molecules or ions with the total composition C44H48N10O5, from the Open Molecules 2025 dataset.

The geometry in ORCA input format:
```
! RIJCOSX wB97M-V def2-TZVPD def2/J DEFGRID3
* xyz 0 1
N -0.5771 -4.7934 -0.2409
C 0.1096 -4.8482 1.0545
N -0.0362 -6.1794 1.6437
N 1.5263 -4.6014 0.8783
C -0.4350 -3.8269 2.1079
C -1.2483 -2.7046 1.5703
C -2.5277 -2.3837 1.7818
C -3.5864 -3.0516 2.5804
C -4.8097 -3.4368 1.7185
C -5.5725 -4.5996 2.2927
O -6.7402 -4.5972 2.5394
O -4.7732 -5.6907 2.5521
C -2.7880 -1.1131 1.0455
O -3.8112 -0.6079 0.7216
O -1.5521 -0.5786 0.6717
C -0.6874 -1.6554 0.6741
O 0.2786 -1.6866 -0.0221
H -0.2292 -4.0301 -0.8076
H -1.5844 -4.7163 -0.1561
H 0.7341 -6.7580 1.3270
H -0.8787 -6.6123 1.2795
H 1.6856 -3.6220 0.6634
H 1.8536 -5.1270 0.0724
H -1.0076 -4.3681 2.8571
H 0.4249 -3.3965 2.6281
H -3.1772 -3.9547 3.0297
H -3.9066 -2.3627 3.3658
H -4.4870 -3.7163 0.7111
H -5.4940 -2.5995 1.6108
H -5.0762 -6.4565 2.0508
N -11.2637 -4.3170 5.7328
C -12.1012 -4.0464 4.7344
C -11.6935 -3.8472 3.4235
C -10.3412 -3.9314 3.1327
C -9.4545 -4.2119 4.1595
C -9.9682 -4.3957 5.4355
H -13.1516 -3.9861 4.9985
H -12.4219 -3.6316 2.6534
H -9.9794 -3.7826 2.1232
H -8.3945 -4.2851 3.9692
H -9.3062 -4.6202 6.2653
N 3.8721 0.1717 -1.8191
C 2.7113 0.1306 -1.1670
C 2.0890 1.2554 -0.6432
C 2.7048 2.4858 -0.7999
C 3.9143 2.5444 -1.4753
C 4.4500 1.3624 -1.9634
H 2.2550 -0.8446 -1.0616
H 1.1418 1.1590 -0.1295
H 2.2481 3.3866 -0.4096
H 4.4267 3.4849 -1.6269
H 5.3931 1.3670 -2.5014
N -3.5106 -0.4303 5.0569
C -4.4453 -0.4389 6.0053
C -4.8034 0.6825 6.7377
C -4.1559 1.8782 6.4727
C -3.1808 1.9021 5.4887
C -2.8972 0.7261 4.8118
H -4.9308 -1.3915 6.1878
H -5.5719 0.6155 7.4953
H -4.4071 2.7757 7.0229
H -2.6487 2.8118 5.2470
H -2.1405 0.7096 4.0344
N 1.8355 5.3417 -3.5413
C 1.1847 6.5025 -3.5932
C -0.1794 6.6286 -3.3747
C -0.9090 5.4861 -3.0869
C -0.2469 4.2704 -3.0307
C 1.1206 4.2528 -3.2660
H 1.7866 7.3747 -3.8240
H -0.6565 7.5972 -3.4349
H -1.9764 5.5435 -2.9145
H -0.7736 3.3515 -2.8098
H 1.6727 3.3209 -3.2307
N 7.6840 -0.9404 0.6295
C 7.1999 0.0799 -0.0776
C 7.8815 1.2758 -0.2563
C 9.1303 1.4200 0.3260
C 9.6456 0.3662 1.0629
C 8.8843 -0.7874 1.1842
H 6.2210 -0.0714 -0.5178
H 7.4392 2.0721 -0.8409
H 9.6963 2.3348 0.2027
H 10.6192 0.4314 1.5290
H 9.2576 -1.6348 1.7488
N 11.4610 -1.5030 -2.5198
C 10.5610 -0.5345 -2.3635
C 10.6003 0.6676 -3.0555
C 11.6297 0.8778 -3.9581
C 12.5742 -0.1214 -4.1306
C 12.4442 -1.2876 -3.3909
H 9.7704 -0.7334 -1.6482
H 9.8377 1.4159 -2.8864
H 11.6946 1.8021 -4.5180
H 13.3961 -0.0037 -4.8238
H 13.1643 -2.0911 -3.5020
N -2.5767 7.5860 -6.6381
C -2.1585 6.3238 -6.5784
C -3.0132 5.2347 -6.4868
C -4.3784 5.4682 -6.4576
C -4.8290 6.7772 -6.5208
C -3.8911 7.7952 -6.6104
H -1.0836 6.1799 -6.5977
H -2.6128 4.2311 -6.4390
H -5.0785 4.6456 -6.3872
H -5.8852 7.0089 -6.5013
H -4.2082 8.8311 -6.6628
*
```

Calculated values
Gap between HOMO and LUMO (eV): 8.7
Molecular weight (g mol⁻¹): 796.93
HOMO energy (Ha): -0.3495
Maximum force (eV Å⁻¹): 0.73
SMILES: NC(N)(N)CC1=C(CCC(=O)O)C(=O)OC1=O.c1ccncc1.c1ccncc1.c1ccncc1.c1ccncc1.c1ccncc1.c1ccncc1.c1ccncc1
E_tot (eV): -71544.4277
LUMO level (eV): -0.807

The following is a quantum chemistry calculation of a molecular structure, C44H48N7O6RuS2SiTe at a distorted geometry, from the Open Molecules 2025 dataset.

The geometry in ORCA input format:
```
! RIJCOSX wB97M-V def2-TZVPD def2/J DEFGRID3
* xyz 0 6
Ru 0.2755 0.3819 0.3217
C -4.3813 -3.0846 -5.3281
C -3.8560 -2.7307 -3.9658
C -3.2094 -1.5189 -3.7389
C -2.7348 -1.1896 -2.4818
C -2.8923 -2.0833 -1.4349
C -3.5469 -3.2900 -1.6329
C -4.0230 -3.6062 -2.8957
S -2.2674 -1.6231 0.1547
O -2.6215 -0.2314 0.3294
O -2.7388 -2.5883 1.1215
N -0.6688 -1.5886 0.0682
C 0.0748 -2.7443 -0.1837
C -0.4119 -4.0243 -0.3158
C 0.4411 -5.0930 -0.6565
C 1.7740 -4.8933 -0.8754
C 2.3149 -3.5925 -0.7407
C 3.6818 -3.3107 -0.9793
C 4.1374 -2.0320 -0.8596
C 3.2178 -1.0371 -0.4718
N 1.9454 -1.2566 -0.2162
C 1.4728 -2.5274 -0.3746
H -4.0738 -2.3529 -6.0731
H -5.4706 -3.1247 -5.3241
H -4.0200 -4.0637 -5.6420
H -3.0789 -0.8227 -4.5581
H -2.2433 -0.2409 -2.3084
H -3.7009 -3.9593 -0.7994
H -4.5363 -4.5469 -3.0508
H -1.4524 -4.2332 -0.1406
H 0.0152 -6.0823 -0.7540
H 2.4270 -5.7077 -1.1576
H 4.3441 -4.1132 -1.2754
H 5.1691 -1.7458 -1.0510
H 3.5653 -0.0284 -0.3917
C -0.2323 4.7705 1.8987
C 0.1012 4.4432 0.4735
C 0.4262 5.4578 -0.4140
C 0.7421 5.1175 -1.7213
C 0.7173 3.7959 -2.1056
C 0.3602 2.8183 -1.1632
N 0.0578 3.1609 0.1018
N 0.3251 1.4583 -1.4228
Si 0.5721 0.8629 -3.0902
C -0.7263 1.6447 -4.2064
C 2.3126 1.2642 -3.6839
C 0.3697 -0.9913 -3.1609
H -1.3019 4.9628 2.0020
H 0.3060 5.6594 2.2226
H 0.0220 3.9492 2.5726
H 0.4492 6.4820 -0.0764
H 1.0238 5.8806 -2.4345
H 0.9948 3.5242 -3.1064
H -0.5320 2.6928 -4.4162
H -1.7188 1.5820 -3.7605
H -0.7545 1.1178 -5.1603
H 2.3972 2.2029 -4.2274
H 2.6469 0.4743 -4.3570
H 3.0196 1.2975 -2.8534
H -0.2514 -1.3882 -2.3630
H 1.3361 -1.4888 -3.1237
H -0.1124 -1.2683 -4.0978
N 2.4292 -2.5894 2.9659
C 1.1760 -2.0927 2.8251
N 0.1553 -2.9728 2.8748
O 0.9960 -0.8775 2.6681
H 2.6219 -3.5725 3.0113
H 3.1942 -1.9522 2.8262
H 0.3187 -3.9633 2.8567
H -0.7757 -2.6512 2.6470
N 1.9712 1.5815 1.6183
C 3.3298 1.6414 1.2065
C 3.6622 2.2567 0.0078
C 4.8781 1.9526 -0.5872
C 5.7359 1.0391 0.0030
C 5.4598 0.5583 1.2739
C 4.2628 0.8701 1.8906
S 7.0961 0.3251 -0.9187
O 7.1642 1.1307 -2.1228
O 8.2285 0.4211 -0.0205
O 6.5973 -1.0335 -1.1234
H 1.5081 2.4858 1.5942
H 1.8757 1.1611 2.5404
H 2.9356 2.8680 -0.5108
H 5.1405 2.3398 -1.5614
H 6.1650 -0.1160 1.7390
H 3.9993 0.4262 2.8433
Te -1.0356 1.3158 2.7656
C -2.6899 2.5743 2.4386
C -3.3563 2.6400 1.2237
C -4.4384 3.4993 1.0845
C -4.8561 4.2813 2.1499
C -4.1883 4.2148 3.3627
C -3.1007 3.3665 3.5073
C -2.0710 -0.1991 3.7925
C -1.4447 -0.7761 4.8903
C -2.1029 -1.7545 5.6180
C -3.3822 -2.1465 5.2547
C -4.0052 -1.5585 4.1644
C -3.3526 -0.5825 3.4267
H -3.0380 2.0315 0.3927
H -4.9576 3.5526 0.1372
H -5.7028 4.9450 2.0355
H -4.5088 4.8258 4.1956
H -2.5751 3.3235 4.4518
H -0.4480 -0.4678 5.1765
H -1.6161 -2.2061 6.4715
H -3.8958 -2.9086 5.8233
H -5.0011 -1.8650 3.8769
H -3.8364 -0.1392 2.5690
*
```

Calculated values
Gap between HOMO and LUMO (spin up / spin down) (eV): 8.0 / 6.3
Molecular weight (g mol⁻¹): 1091.80
HOMO energy (spin up / spin down) (Ha): -0.2959 / -0.2972
Energy above the lowest of the compared OMol25 structures with the same formula, charge and spin (kJ/mol): 0.00
Maximum force (eV Å⁻¹): 1.17
E_tot (eV): -108547.8539
LUMO level (spin up / spin down) (eV): -0.052 / -1.806

Which of these has the lowest E_tot? C44H48N7O6RuS2SiTe